Record 1
Entry from the Open Molecules 2025 dataset: an isolated ion of composition C6H6F2NO3PS and charge -2 (ωB97M-V/def2-TZVPD).

- E_tot: -39509.8286 eV
- Structure (SMILES): N/C=C(\C=C\C=S)OP([O-])([O-])=C(F)F

The geometry in ORCA input format:
```
! RIJCOSX wB97M-V def2-TZVPD def2/J DEFGRID3
* xyz -2 1
N 0.46 -0.32 1.34
C 1.08 0.73 0.68
C 1.19 0.95 -0.61
C 0.22 0.45 -1.58
C -1.08 0.19 -1.26
C -2.12 -0.50 -2.04
S -2.01 -1.26 -3.58
O 2.15 1.75 -1.12
P 3.54 2.30 -0.26
O 3.01 2.92 0.99
O 4.31 3.08 -1.27
C 4.39 0.68 -0.05
F 5.77 0.58 -0.18
F 4.00 -0.13 1.05
H 1.13 -0.59 1.94
H 0.17 -1.11 0.71
H 1.66 1.48 1.43
H 0.62 0.18 -2.56
H -1.55 0.45 -0.34
H -3.08 -0.63 -1.58
*
```

---

Record 2
Entry from the Open Molecules 2025 dataset: C25H26F5LaN2O3S5 as an isolated structure (ωB97M-V/def2-TZVPD).

- Relative energy (zero: lowest compared OMol25 entry of this formula, charge and spin): 10.2 kJ/mol

The geometry in ORCA input format:
```
! RIJCOSX wB97M-V def2-TZVPD def2/J DEFGRID3
* xyz 0 1
La -0.47 -0.15 0.33
C -6.13 3.93 -0.81
O -5.11 4.85 -0.48
C -3.85 4.39 -0.27
C -2.92 5.36 0.15
C -1.63 4.96 0.39
C -1.22 3.63 0.25
C 0.11 3.24 0.67
C 1.23 4.25 0.67
O 0.38 2.07 1.02
C -2.14 2.68 -0.25
O -1.78 1.45 -0.52
C -3.47 3.07 -0.47
H -7.06 4.49 -0.80
H -6.18 3.13 -0.07
H -5.96 3.51 -1.80
H -3.25 6.38 0.28
H -0.92 5.70 0.73
H 1.26 4.78 -0.28
H 2.16 3.73 0.86
H 1.07 4.99 1.46
H -4.15 2.32 -0.86
C 2.53 -5.58 -2.88
C 1.12 -5.58 -2.30
N 0.96 -4.65 -1.19
C 1.55 -5.05 0.09
C 2.82 -4.29 0.45
C 0.36 -3.44 -1.33
C -0.04 -3.01 -2.70
N 0.11 -2.63 -0.35
H 2.59 -6.26 -3.73
H 3.25 -5.92 -2.14
H 2.82 -4.58 -3.20
H 0.85 -6.57 -1.93
H 0.39 -5.34 -3.07
H 1.76 -6.12 0.00
H 0.79 -4.96 0.87
H 3.61 -4.49 -0.27
H 3.17 -4.60 1.43
H 2.66 -3.21 0.47
H 0.77 -3.10 -3.42
H -0.35 -1.96 -2.68
H -0.88 -3.60 -3.06
H 0.33 -3.02 0.57
C -4.60 -0.13 2.10
S -3.94 -0.67 0.51
C -3.43 -2.32 0.81
C -2.40 -2.70 1.60
S -1.34 -1.73 2.61
S -2.08 -4.41 1.56
C -3.18 -4.88 0.32
S -3.20 -6.38 -0.36
S -4.17 -3.56 -0.17
H -4.48 0.95 2.11
H -4.00 -0.56 2.91
H -5.65 -0.39 2.21
F 2.41 -0.64 2.48
C 2.88 -0.34 1.24
C 2.03 -0.21 0.17
C 2.62 0.13 -1.01
F 1.82 0.32 -2.12
C 3.98 0.31 -1.20
F 4.51 0.64 -2.38
C 4.80 0.15 -0.09
F 6.13 0.31 -0.22
C 4.26 -0.17 1.15
F 5.07 -0.32 2.20
*
```

---

Record 3
Entry from the Open Molecules 2025 dataset: an isolated ion of composition C8H15N2O2S and charge +1 (ωB97M-V/def2-TZVPD).

- Relative energy (zero: lowest compared OMol25 entry of this formula, charge and spin): 281.4 kJ/mol

The geometry in ORCA input format:
```
! RIJCOSX wB97M-V def2-TZVPD def2/J DEFGRID3
* xyz 1 1
C -0.31 0.17 1.93
C -0.18 -0.59 0.83
C 1.10 0.26 2.95
C -1.20 0.09 -1.35
C 2.35 -1.54 -1.32
C -1.23 2.77 1.69
C -1.36 -0.76 -0.09
C 1.28 -2.12 -0.42
N 2.02 0.73 2.29
N 0.88 0.12 4.25
O 2.72 0.81 1.33
O 0.98 -1.19 0.63
S -1.54 1.18 2.53
H -1.97 -0.18 -2.07
H -0.23 -0.05 -1.82
H -1.32 1.15 -1.13
H 1.98 -0.68 -1.89
H 3.21 -1.21 -0.74
H 2.67 -2.30 -2.03
H -2.15 3.35 1.77
H -0.97 2.60 0.65
H -0.43 3.29 2.21
H -2.27 -0.46 0.44
H -1.47 -1.81 -0.36
H 1.66 -3.01 0.09
H 0.39 -2.38 -0.99
H -0.05 -0.05 4.58
H 1.65 -0.01 4.89
*
```

---

Record 4
Entry from the Open Molecules 2025 dataset: a 12-piece molecular cluster, C12H36N12O24 overall (ωB97M-V/def2-TZVPD).

- Relative energy (zero: lowest compared OMol25 entry of this formula, charge and spin): 373.7 kJ/mol
- Structure (SMILES): C[N+](=O)[O-].C[N+](=O)[O-].C[N+](=O)[O-].C[N+](=O)[O-].C[N+](=O)[O-].C[N+](=O)[O-].C[N+](=O)[O-].C[N+](=O)[O-].C[N+](=O)[O-].C[N+](=O)[O-].C[N+](=O)[O-].C[N+](=O)[O-]

The geometry in ORCA input format:
```
! RIJCOSX wB97M-V def2-TZVPD def2/J DEFGRID3
* xyz 0 1
C -8.52 5.29 -12.13
N -7.61 4.78 -11.08
O -6.54 4.25 -11.38
O -8.04 4.85 -9.96
H -8.93 4.54 -12.81
H -7.76 5.82 -12.70
H -9.23 6.03 -11.76
C -22.30 9.31 -13.02
N -23.42 10.10 -12.42
O -23.50 11.33 -12.48
O -24.30 9.47 -11.87
H -21.76 8.97 -12.13
H -21.96 10.03 -13.77
H -22.71 8.36 -13.37
C -18.48 13.63 -14.30
N -18.88 13.80 -15.70
O -18.09 13.26 -16.55
O -19.92 14.35 -15.91
H -18.65 14.56 -13.77
H -17.45 13.27 -14.28
H -19.24 12.95 -13.91
C -12.49 10.28 -3.25
N -12.78 9.62 -1.98
O -12.29 10.02 -0.93
O -13.46 8.60 -2.15
H -11.58 10.84 -3.07
H -13.31 10.97 -3.46
H -12.48 9.53 -4.04
C -13.41 2.63 -9.50
N -12.61 1.47 -9.96
O -12.50 0.59 -9.14
O -12.15 1.51 -11.10
H -12.84 3.55 -9.53
H -13.72 2.44 -8.47
H -14.30 2.69 -10.14
C -14.50 9.47 -9.77
N -15.86 9.15 -10.30
O -16.67 10.04 -10.29
O -16.10 8.00 -10.63
H -14.37 8.65 -9.07
H -14.57 10.40 -9.22
H -13.87 9.46 -10.66
C -18.20 16.05 -5.20
N -17.63 14.78 -4.65
O -17.41 13.80 -5.39
O -17.33 14.75 -3.46
H -18.89 16.47 -4.47
H -18.75 15.76 -6.09
H -17.43 16.79 -5.42
C -18.72 4.28 -15.45
N -19.91 4.05 -14.56
O -20.94 3.63 -15.12
O -19.86 4.38 -13.38
H -18.02 4.90 -14.90
H -19.12 4.66 -16.39
H -18.24 3.35 -15.77
C -14.67 8.99 -17.92
N -13.88 9.44 -16.81
O -14.47 9.28 -15.74
O -12.76 9.87 -16.97
H -15.27 9.84 -18.26
H -15.24 8.08 -17.72
H -14.03 8.82 -18.78
C -11.27 15.16 -12.40
N -11.56 15.37 -10.94
O -10.64 15.87 -10.26
O -12.67 15.05 -10.49
H -11.01 16.17 -12.72
H -12.21 14.85 -12.86
H -10.62 14.31 -12.59
C -9.05 5.39 -4.12
N -10.22 4.59 -4.65
O -10.20 3.38 -4.59
O -11.08 5.25 -5.21
H -8.81 6.08 -4.93
H -8.17 4.77 -3.98
H -9.32 5.94 -3.22
C -19.29 8.21 -5.40
N -20.68 8.22 -6.00
O -21.36 7.20 -5.81
O -21.04 9.23 -6.58
H -19.37 8.70 -4.42
H -18.61 8.74 -6.06
H -18.83 7.23 -5.37
*
```

---

Record 5
Entry from the Open Molecules 2025 dataset: one molecule with the formula C19H21NO4S (ωB97M-V/def2-TZVPD).

- Relative energy (zero: lowest compared OMol25 entry of this formula, charge and spin): 0.0 kJ/mol
- Structure (SMILES): CCc1ccc(NC(=O)[C@@H](C)OC(=O)CCC(=O)c2cccs2)cc1

The geometry in ORCA input format:
```
! RIJCOSX wB97M-V def2-TZVPD def2/J DEFGRID3
* xyz 0 1
C 5.94 -4.26 2.11
C 5.30 -2.97 2.65
C 4.10 -2.60 1.83
C 2.84 -3.09 2.14
C 1.74 -2.79 1.37
C 1.88 -1.97 0.25
N 0.81 -1.62 -0.58
C -0.50 -1.92 -0.45
O -1.00 -2.58 0.43
C -1.35 -1.31 -1.59
C -2.75 -1.90 -1.60
O -1.48 0.11 -1.41
C -0.54 0.91 -1.88
O 0.48 0.51 -2.41
C -0.86 2.37 -1.70
C -2.24 2.63 -1.11
C -2.49 4.12 -0.93
O -1.66 4.96 -1.19
C -3.80 4.47 -0.41
C -4.26 5.75 -0.15
C -5.57 5.78 0.35
C -6.10 4.53 0.47
S -5.02 3.30 -0.02
C 3.13 -1.47 -0.07
C 4.23 -1.78 0.71
H 6.25 -4.12 1.08
H 5.22 -5.07 2.14
H 6.81 -4.53 2.70
H 5.01 -3.13 3.69
H 6.04 -2.17 2.62
H 2.72 -3.73 3.01
H 0.77 -3.18 1.63
H 1.07 -1.02 -1.37
H -0.84 -1.49 -2.55
H -2.70 -2.96 -1.80
H -3.36 -1.42 -2.35
H -3.21 -1.75 -0.62
H -0.75 2.87 -2.66
H -0.09 2.80 -1.05
H -2.34 2.14 -0.14
H -3.02 2.22 -1.76
H -3.65 6.61 -0.32
H -6.09 6.68 0.61
H -7.08 4.26 0.83
H 3.25 -0.83 -0.93
H 5.20 -1.38 0.45
*
```

---

Record 6
Entry from the Open Molecules 2025 dataset: a 2-piece molecular cluster, C2H4O2 overall (ωB97M-V/def2-TZVPD).

- Relative energy (zero: lowest compared OMol25 entry of this formula, charge and spin): 271.3 kJ/mol
- Structure (SMILES): C=O.C=O

The geometry in ORCA input format:
```
! RIJCOSX wB97M-V def2-TZVPD def2/J DEFGRID3
* xyz 0 1
C -0.10 2.06 0.67
O -0.21 0.88 0.91
H 0.14 2.74 1.53
H -0.30 2.55 -0.28
C 0.12 -1.97 -0.71
O 0.67 -3.07 -0.44
H -0.63 -1.71 0.09
H 0.31 -1.49 -1.77
*
```

---

Looking at strongest force on any atom for the records above, in order, we have 0.089, 0.024, 0.076, 0.068, 0.016, 0.078 hartree/bohr.